1.
{"formula": "BF4In", "method": "ωB97M-V/def2-TZVPD", "symbols": ["In", "B", "F", "F", "F", "F"], "xyz": [[1.098, -2.397, 1.448], [-0.241, 0.503, -0.291], [-0.965, -0.064, 0.681], [0.985, -0.149, -0.291], [-0.844, 0.293, -1.487], [-0.032, 1.812, -0.061]], "forces_ev_per_angstrom": [[0.45, -0.64, 0.36], [1.71, -3.30, 1.80], [-1.63, -0.12, 0.00], [0.51, 0.68, -0.10], [-2.23, -0.67, -2.73], [1.19, 4.05, 0.68]], "mulliken_charge": [2.0060, 0.6171, -0.0999, -0.2052, 0.3228, 0.3592], "total_energy_ha": -612.72652, "total_charge": 3, "spin_multiplicity": 2}



2.
{"formula": "BH16O6", "method": "ωB97M-V/def2-TZVPD", "symbols": ["B", "H", "H", "H", "H", "O", "H", "H", "O", "H", "H", "O", "H", "H", "O", "H", "H", "O", "H", "H", "O", "H", "H"], "xyz": [[0.197, -0.555, 0.083], [1.147, 0.091, 0.441], [-0.903, 0.017, 0.386], [0.087, -0.933, -1.049], [0.170, -1.483, 0.851], [1.092, -0.048, 3.296], [1.139, -0.429, 2.500], [0.522, -0.508, 3.834], [-0.477, 3.117, 0.856], [-0.556, 2.228, 0.953], [0.118, 3.503, 1.522], [-3.635, -0.837, 0.465], [-2.699, -0.754, 0.559], [-3.720, 0.087, 0.849], [2.882, -2.995, -1.012], [2.235, -2.148, -0.647], [2.431, -3.398, -1.652], [-3.194, 1.506, -1.724], [-2.848, 1.346, -2.552], [-2.751, 0.998, -0.998], [2.769, 0.344, -2.703], [2.277, 0.409, -1.785], [3.708, 0.435, -2.484]], "forces_ev_per_angstrom": [[-1.27, -0.01, 0.87], [0.40, 0.57, -0.40], [0.49, 0.24, -0.18], [0.39, -0.01, -0.47], [0.09, -0.72, 0.16], [1.98, 4.20, 3.45], [-0.05, -2.41, -5.03], [-1.99, -1.72, 1.54], [0.39, 5.05, -0.32], [0.09, -4.33, 0.67], [-0.42, -0.84, -0.40], [-0.76, 2.51, 1.07], [2.09, -1.22, -0.38], [-1.17, -1.35, -0.60], [0.58, 6.05, 5.83], [2.43, -3.72, -1.74], [-3.16, -2.25, -4.02], [-1.36, 0.55, 3.79], [1.61, -0.95, -2.25], [-0.18, 0.40, -1.65], [-1.08, 0.33, 2.57], [1.30, -0.29, -2.59], [-0.38, -0.08, 0.08]], "mulliken_charge": [0.4718, -0.2795, -0.4530, -0.2357, -0.2251, -0.6508, 0.2889, 0.2915, -0.6449, 0.3103, 0.3031, -0.6972, 0.2582, 0.3449, -0.6680, 0.3785, 0.2694, -0.6531, 0.2758, 0.3604, -0.6744, 0.3255, 0.3034], "total_energy_ha": -485.83554, "de_lowest_kj_mol": 171.5, "total_charge": -1}



3.
{"formula": "BH16O6", "method": "ωB97M-V/def2-TZVPD", "symbols": ["B", "H", "H", "H", "H", "O", "H", "H", "O", "H", "H", "O", "H", "H", "O", "H", "H", "O", "H", "H", "O", "H", "H"], "xyz": [[0.434, -0.429, -0.569], [1.454, -1.067, -0.998], [-0.283, -1.148, 0.041], [0.897, 0.612, 0.040], [-0.141, -0.036, -1.677], [1.975, -1.785, 2.292], [1.244, -2.140, 2.928], [1.570, -1.419, 1.449], [3.335, 2.104, -0.002], [3.847, 1.517, -0.625], [2.695, 1.366, 0.234], [-1.702, 2.235, 0.524], [-1.035, 1.501, 0.483], [-1.785, 2.425, 1.464], [-1.039, -2.831, -2.073], [-1.790, -2.589, -2.544], [-0.892, -1.938, -1.784], [-0.549, -0.117, 3.024], [-0.413, -0.273, 1.996], [-1.257, -0.692, 3.444], [-2.498, 1.432, -2.602], [-1.778, 1.078, -1.920], [-2.289, 2.193, -3.128]], "forces_ev_per_angstrom": [[1.48, 1.20, -1.69], [-0.76, 0.36, 0.54], [-0.47, -0.28, 0.73], [-0.73, -0.83, -0.20], [0.28, -0.22, 1.16], [-1.77, -0.60, 0.57], [1.73, 1.38, -2.30], [0.20, -0.80, 1.54], [-0.10, -2.84, -0.75], [-0.25, 1.33, 0.62], [0.28, 1.52, 0.07], [0.67, -0.81, 0.04], [-0.60, 0.87, -0.05], [0.08, -0.11, -0.02], [1.14, -0.65, 0.71], [-2.54, -0.32, -1.86], [1.41, 0.87, 1.08], [-0.55, -0.83, -1.46], [-0.84, -0.08, 2.99], [1.30, 0.92, -1.65], [0.72, -2.26, 2.14], [-1.71, 1.81, -2.50], [1.03, 0.36, 0.30]], "mulliken_charge": [0.6392, -0.1906, -0.2100, -0.4832, -0.2716, -0.6887, 0.3142, 0.2952, -0.6949, 0.3136, 0.2875, -0.6685, 0.2687, 0.2934, -0.6255, 0.2813, 0.3160, -0.7196, 0.2670, 0.3010, -0.6946, 0.3871, 0.2831], "total_energy_ha": -485.85809, "de_lowest_kj_mol": 112.3, "total_charge": -1}



4.
{"formula": "BH22O9", "method": "ωB97M-V/def2-TZVPD", "symbols": ["B", "H", "H", "H", "H", "O", "H", "H", "O", "H", "H", "O", "H", "H", "O", "H", "H", "O", "H", "H", "O", "H", "H", "O", "H", "H", "O", "H", "H", "O", "H", "H"], "xyz": [[-0.108, -0.182, -0.278], [0.586, 0.450, 0.364], [-0.601, -0.882, 0.476], [-0.838, 0.403, -0.936], [0.591, -0.712, -1.014], [0.006, 0.117, -3.288], [-0.547, -0.654, -3.132], [0.406, 0.297, -2.419], [-0.049, -3.068, 1.585], [0.492, -3.435, 0.870], [-0.220, -2.161, 1.294], [-2.440, -1.603, -0.933], [-1.631, -1.249, -0.463], [-3.153, -1.022, -0.656], [2.968, -0.094, -0.415], [2.452, 0.610, -0.806], [2.328, -0.598, 0.095], [-2.161, 3.536, -1.578], [-1.541, 2.798, -1.533], [-2.294, 3.683, -2.518], [-1.424, 0.876, 2.563], [-1.284, 0.806, 1.610], [-1.631, -0.021, 2.841], [1.193, 2.616, 0.788], [0.639, 1.799, 0.793], [1.737, 2.532, 0.004], [1.667, 1.694, 3.474], [1.415, 2.116, 2.636], [1.190, 2.188, 4.146], [1.025, -3.694, -0.921], [0.264, -4.232, -1.163], [0.960, -2.913, -1.486]], "forces_ev_per_angstrom": [[0.48, 0.45, -0.08], [0.83, 0.88, 1.02], [-0.82, -1.00, 1.01], [-1.26, 1.23, -0.41], [0.90, -1.37, -0.83], [0.40, 0.33, -0.45], [-0.08, 0.09, 0.25], [-0.46, -0.33, -0.44], [0.02, -0.18, 0.35], [-0.09, 0.25, 0.03], [0.11, -0.26, 0.02], [0.26, -0.23, 0.12], [-1.18, -0.42, -0.59], [0.05, 0.07, -0.02], [0.93, -0.13, -0.02], [-0.22, -0.08, -0.01], [-0.13, 0.12, -0.03], [0.04, 0.00, -0.05], [-0.06, -0.02, 0.07], [0.03, -0.07, -0.01], [-0.27, 0.19, 0.01], [0.04, -0.12, 0.06], [0.13, -0.04, -0.04], [-0.58, 0.12, 0.38], [0.50, 0.62, -0.33], [0.11, -0.05, 0.02], [0.10, 0.18, 0.06], [0.26, -0.09, 0.09], [-0.11, -0.07, -0.03], [0.12, -0.29, -0.37], [-0.04, 0.08, 0.00], [0.00, 0.15, 0.21]], "mulliken_charge": [0.7928, -0.6239, -0.6477, -0.1593, -0.3950, -0.6792, 0.3285, 0.3979, -0.7524, 0.3808, 0.1935, -0.6990, 0.7382, 0.2994, -0.6539, 0.2888, 0.3024, -0.6539, 0.3264, 0.3042, -0.6521, 0.4325, 0.2977, -0.7790, 0.3923, 0.2694, -0.6326, 0.4114, 0.2908, -0.7017, 0.3224, 0.2604], "total_energy_ha": -715.19845, "de_lowest_kj_mol": 114.5, "total_charge": -1}



5.
{"formula": "BH24O10", "method": "ωB97M-V/def2-TZVPD", "symbols": ["B", "H", "H", "H", "H", "O", "H", "H", "O", "H", "H", "O", "H", "H", "O", "H", "H", "O", "H", "H", "O", "H", "H", "O", "H", "H", "O", "H", "H", "O", "H", "H", "O", "H", "H"], "xyz": [[0.284, -0.407, 0.303], [-0.555, 0.198, 0.823], [0.638, 0.221, -0.587], [1.112, -0.635, 1.062], [-0.176, -1.387, -0.093], [2.850, 1.310, -0.869], [2.092, 0.725, -0.699], [3.175, 1.534, 0.009], [0.715, 3.708, -1.711], [0.610, 4.573, -1.306], [0.188, 3.111, -1.153], [1.776, 1.101, 2.595], [1.091, 1.762, 2.735], [1.363, 0.455, 1.980], [-0.328, -0.754, -2.629], [-0.292, -0.554, -1.661], [-0.734, -1.625, -2.683], [-1.544, 2.346, -0.427], [-2.134, 1.891, -1.037], [-1.079, 1.621, 0.040], [0.665, 1.409, -4.044], [1.003, 2.088, -3.443], [0.267, 0.734, -3.460], [-1.017, 1.256, 3.596], [-1.525, 1.049, 2.800], [-1.668, 1.266, 4.304], [1.611, -3.262, -0.980], [1.052, -2.497, -0.778], [1.299, -3.947, -0.381], [-2.023, -4.325, 0.449], [-1.972, -3.506, 0.976], [-2.952, -4.407, 0.216], [-1.599, -1.898, 1.989], [-1.057, -1.781, 2.775], [-1.134, -1.375, 1.289]], "forces_ev_per_angstrom": [[-0.12, 0.25, 0.01], [-1.18, 0.86, 0.84], [0.48, 0.86, -1.05], [1.14, -0.69, 0.68], [-0.63, -1.38, -0.48], [0.12, -0.08, 0.03], [0.39, 0.22, -0.03], [-0.12, -0.03, 0.03], [-0.02, -0.05, 0.07], [-0.02, -0.03, 0.00], [-0.04, 0.20, -0.25], [0.10, -0.03, -0.25], [-0.06, -0.11, 0.13], [0.31, 0.51, 0.47], [-0.45, 0.02, 0.68], [0.14, -0.30, -0.93], [0.08, 0.01, -0.09], [0.15, -0.28, 0.39], [0.12, 0.03, -0.09], [-0.19, 0.19, -0.26], [-0.12, 0.11, 0.30], [-0.05, -0.07, -0.08], [0.26, 0.15, -0.45], [-0.24, 0.03, -0.01], [0.12, -0.07, 0.01], [0.02, 0.02, -0.03], [-0.05, -0.07, -0.04], [0.20, -0.10, 0.02], [-0.07, 0.06, -0.01], [-0.10, 0.10, 0.04], [0.15, -0.07, 0.08], [0.03, 0.00, -0.01], [-0.12, 0.15, -0.28], [0.05, -0.01, -0.07], [-0.30, -0.42, 0.62]], "mulliken_charge": [0.9100, -0.5073, -0.5812, 0.1541, -0.3894, -0.6834, 0.2133, 0.3174, -0.6035, 0.2590, 0.3468, -0.7552, 0.2369, 0.0934, -0.7616, 0.5752, 0.2965, -0.7249, 0.3100, 0.2167, -0.6812, 0.3194, 0.3847, -0.5954, 0.3004, 0.2736, -0.6858, 0.4610, 0.3116, -0.6416, 0.3768, 0.2852, -0.7896, 0.3141, 0.4441], "total_energy_ha": -791.67020, "de_lowest_kj_mol": 63.4, "total_charge": -1}



6.
{"formula": "BH28O12", "method": "ωB97M-V/def2-TZVPD", "symbols": ["B", "H", "H", "H", "H", "O", "H", "H", "O", "H", "H", "O", "H", "H", "O", "H", "H", "O", "H", "H", "O", "H", "H", "O", "H", "H", "O", "H", "H", "O", "H", "H", "O", "H", "H", "O", "H", "H", "O", "H", "H"], "xyz": [[0.188, -0.043, 0.081], [-0.496, 0.015, -1.032], [-0.001, 1.066, 0.787], [0.050, -1.197, 0.738], [1.254, 0.001, -0.387], [-1.445, 2.532, 3.388], [-1.491, 2.061, 2.504], [-0.829, 3.325, 3.270], [3.692, -1.314, -0.618], [2.914, -1.805, -0.604], [3.596, -0.544, -0.974], [-1.913, -1.922, 3.666], [-2.254, -1.144, 4.170], [-1.720, -1.827, 2.640], [-2.888, 1.439, 0.932], [-3.499, 0.617, 1.345], [-1.956, 1.270, 0.589], [2.120, -0.720, 3.009], [1.751, -1.626, 3.299], [1.708, -0.773, 2.125], [1.547, 3.187, -0.693], [1.230, 4.014, -0.380], [0.927, 2.464, -0.345], [-1.420, -2.916, -1.214], [-2.076, -2.364, -1.818], [-0.845, -2.097, -0.805], [-2.281, 2.794, -2.105], [-1.440, 2.610, -2.414], [-2.454, 2.115, -1.490], [-2.596, -2.576, 1.185], [-2.121, -2.492, 0.314], [-2.242, -3.438, 1.588], [2.989, 0.586, -3.275], [2.072, 0.609, -3.167], [3.187, 1.358, -2.950], [0.624, 1.602, -3.043], [0.973, 2.141, -2.367], [0.212, 0.819, -2.787], [1.899, -2.933, -0.903], [1.254, -2.502, -0.415], [1.797, -2.377, -1.828]], "forces_ev_per_angstrom": [[-1.30, 0.13, -0.07], [-0.09, -0.29, 1.18], [-0.03, -1.46, -0.66], [-0.11, 1.50, -0.72], [1.25, 0.07, -0.06], [1.16, 0.97, -1.27], [0.02, 0.98, 1.41], [-1.30, -1.91, 0.02], [4.48, -5.11, 3.55], [-1.67, -1.11, 0.13], [-1.13, 7.20, -3.40], [0.49, 0.14, -1.11], [0.70, -0.65, -1.57], [-1.24, 0.66, 3.02], [-1.60, -2.06, 0.99], [3.59, 2.92, -2.03], [-1.70, -1.13, 0.88], [-1.49, -2.82, -0.04], [1.05, 2.07, 0.04], [0.43, 0.83, 0.02], [-0.63, -2.65, -0.19], [-0.63, 0.94, 0.46], [1.20, 1.42, -0.20], [-0.03, 4.67, -0.70], [1.99, -1.76, 1.74], [-1.57, -2.42, -1.51], [-2.22, 1.71, -0.11], [2.80, -0.53, -1.21], [-0.58, -1.20, 1.31], [1.18, -1.52, 0.29], [-0.72, -0.65, 0.95], [-0.88, 1.85, -1.03], [0.92, -6.70, -2.75], [-2.34, -0.23, -0.18], [2.38, 6.72, 2.73], [-0.22, 1.41, -3.20], [0.39, 0.69, 1.90], [-1.11, -1.67, 1.63], [0.46, 0.17, -5.41], [-2.33, 1.20, 1.97], [0.45, -2.38, 3.20]], "mulliken_charge": [1.2334, -0.3381, -0.4886, -0.3349, -0.3949, -0.6717, 0.3486, 0.3006, -0.6494, 0.3890, 0.2513, -0.6745, 0.2873, 0.4047, -0.7667, 0.3409, 0.1937, -0.6535, 0.3352, 0.2600, -0.7128, 0.2775, 0.2883, -0.8042, 0.3550, 0.1994, -0.6397, 0.3575, 0.2873, -0.7723, 0.4615, 0.3265, -0.6202, 0.4147, 0.2365, -0.8026, 0.3868, 0.3283, -0.7631, 0.4271, 0.3961], "total_energy_ha": -944.41831, "de_lowest_kj_mol": 405.7, "total_charge": -1}